Entry 1:
{"formula": "C17H16N4O4S2", "method": "ωB97M-V with the def2-TZVPD basis set", "gap_ev": 8.8978, "relative_energy_kcal_mol": 74.0, "smiles": "COc1cccc(C(=O)Nc2nnc(S(=O)(=O)N(C)c3ccccc3)s2)c1", "total_charge": 0, "elements": ["C", "H", "O", "C", "C", "C", "C", "C", "C", "H", "C", "O", "N", "C", "N", "N", "C", "S", "S", "O", "O", "N", "C", "C", "C", "C", "C", "C", "H", "H", "H", "H", "H", "C", "H", "H", "H", "H", "H", "H", "H", "H", "H"], "positions_angstrom": [[5.1141, 2.9952, 0.6119], [5.7326, 2.5672, -0.1826], [3.8384, 3.3576, 0.1341], [3.0384, 2.3954, -0.3803], [1.7908, 2.8198, -0.8482], [0.9067, 1.9203, -1.4041], [1.2290, 0.5757, -1.4880], [2.4623, 0.1448, -1.0118], [3.3743, 1.0500, -0.4776], [4.3296, 0.6766, -0.1453], [2.8819, -1.2689, -1.1594], [3.9181, -1.6181, -1.6697], [1.9896, -2.2368, -0.7132], [0.9436, -2.1454, 0.1458], [0.1697, -3.1638, 0.3726], [-0.7726, -2.9199, 1.2655], [-0.7257, -1.7394, 1.7695], [0.5338, -0.7291, 1.1165], [-2.0325, -0.9842, 2.7346], [-1.6575, 0.3846, 2.8846], [-2.3237, -1.7506, 3.8987], [-3.3016, -1.1320, 1.6584], [-3.0531, -0.5190, 0.4109], [-2.9346, 0.8673, 0.3705], [-2.6703, 1.5055, -0.8269], [-2.5275, 0.7745, -1.9954], [-2.6508, -0.6033, -1.9575], [-2.9117, -1.2529, -0.7633], [-2.9961, -2.3280, -0.7498], [-2.5411, -1.1831, -2.8623], [-2.3279, 1.2736, -2.9319], [-2.5861, 2.5817, -0.8456], [-3.0392, 1.4268, 1.2846], [-3.9027, -2.4487, 1.6823], [-4.7981, -2.4382, 1.0633], [-3.2121, -3.2252, 1.3391], [-4.1692, -2.6540, 2.7160], [2.2299, -3.1888, -0.9765], [0.5375, -0.1240, -1.9331], [-0.0460, 2.2633, -1.7742], [1.5476, 3.8673, -0.7697], [5.5681, 3.9197, 0.9643], [5.0439, 2.2868, 1.4429]], "forces_ev_per_angstrom": [[0.2, -0.1, 0.1], [0.0, 0.0, 0.0], [-0.3, 0.1, -0.1], [-0.2, -0.2, -0.1], [0.2, 0.0, 0.1], [0.1, 0.1, 0.0], [0.3, -0.2, -0.1], [-0.1, 0.5, -0.2], [0.1, 0.1, 0.1], [0.1, 0.0, 0.0], [-0.1, -0.3, 0.0], [0.1, 0.1, 0.0], [0.4, -0.5, -0.5], [-0.6, 1.2, 1.0], [0.9, -0.6, -1.0], [-1.2, 0.0, 1.0], [0.4, 0.8, 0.0], [-0.1, -0.9, -0.2], [0.0, -0.3, 0.0], [0.1, 0.1, -0.3], [-0.1, -0.3, -0.2], [0.5, 0.3, 1.0], [0.0, 0.5, -0.7], [-0.1, 0.0, -0.1], [0.0, 0.0, 0.0], [0.0, 0.0, -0.1], [0.0, 0.0, -0.1], [0.0, -0.1, 0.2], [0.0, -0.1, 0.0], [0.0, 0.0, -0.1], [0.0, 0.1, -0.1], [0.0, 0.1, 0.0], [-0.1, 0.1, 0.0], [-0.3, -0.6, 0.2], [0.0, 0.1, 0.0], [-0.1, 0.0, 0.0], [-0.1, -0.1, -0.1], [0.0, 0.2, 0.0], [-0.1, -0.1, 0.0], [-0.1, 0.0, 0.0], [0.0, 0.1, 0.0], [0.0, -0.1, 0.0], [0.0, 0.0, 0.0]]}

---

Entry 2:
{"formula": "C17H17AuF6N4O5PS4", "method": "ωB97M-V with the def2-TZVPD basis set", "gap_ev": [6.5830, 7.3482], "relative_energy_kcal_mol": 0.0, "s_squared": 0.755, "total_charge": -2, "spin_multiplicity": 2, "elements": ["Au", "C", "C", "O", "P", "S", "S", "O", "C", "C", "H", "H", "H", "H", "H", "H", "H", "H", "H", "H", "C", "C", "O", "C", "F", "F", "F", "C", "F", "F", "F", "H", "H", "H", "N", "C", "N", "C", "N", "O", "S", "O", "N", "C", "S", "C", "C", "C", "C", "C", "C", "H", "H", "H", "H"], "positions_angstrom": [[-0.0273, -0.0158, -0.3710], [3.6719, 4.6357, 0.5434], [2.4939, 3.7424, 0.2120], [2.8498, 2.7711, -0.7813], [3.2594, 1.2642, -0.4301], [1.9620, 0.5280, 0.9499], [3.5566, 0.2578, -2.0358], [4.5894, 1.5373, 0.4693], [5.3236, 0.4080, 0.9559], [6.5725, 0.1795, 0.1296], [3.3676, 5.3877, 1.2759], [4.0275, 5.1500, -0.3513], [4.4945, 4.0532, 0.9565], [1.6741, 4.3140, -0.2226], [2.1054, 3.2361, 1.0973], [4.6848, -0.4782, 0.9616], [5.5827, 0.6355, 1.9928], [6.3045, -0.0808, -0.8931], [7.1623, -0.6317, 0.5646], [7.1866, 1.0821, 0.1083], [1.2859, -3.9885, 0.8167], [0.2202, -3.2527, -0.0220], [0.7013, -2.0742, -0.4542], [-0.1330, -4.1449, -1.2442], [0.9935, -4.5325, -1.8804], [-0.7815, -5.2928, -0.8945], [-0.8974, -3.5233, -2.1425], [-1.0491, -3.1082, 0.8655], [-1.3365, -4.2273, 1.5844], [-0.8659, -2.1210, 1.7747], [-2.1612, -2.7980, 0.1814], [2.2164, -3.9270, 0.2573], [1.0398, -5.0313, 1.0238], [1.4142, -3.4524, 1.7568], [-3.7825, -3.4478, -4.2367], [-3.1904, -2.4960, -3.9305], [-2.5281, -1.3849, -3.7242], [-2.0880, -0.9590, -2.6072], [-1.7122, -0.4326, -1.6321], [-5.2179, 4.3989, 0.5938], [-4.7153, 3.4387, -0.3542], [-5.2795, 3.4404, -1.6755], [-3.0768, 3.5334, -0.4414], [-2.4932, 2.4650, 0.0099], [-0.8012, 2.3127, 0.1517], [-3.4596, 1.4064, 0.5257], [-3.1923, 0.1971, 1.1404], [-4.2658, -0.5939, 1.5292], [-5.5761, -0.1703, 1.3216], [-5.8451, 1.0595, 0.7351], [-4.7601, 1.8227, 0.3498], [-2.1740, -0.1337, 1.3003], [-4.0745, -1.5566, 1.9852], [-6.3974, -0.8092, 1.6235], [-6.8581, 1.4067, 0.5811]], "forces_ev_per_angstrom": [[-0.1, 0.1, 0.2], [0.0, 0.0, 0.0], [-0.1, 0.0, 0.0], [0.2, 0.0, 0.0], [-0.4, 0.1, 0.4], [-0.1, -0.1, 0.1], [0.1, -0.1, -0.3], [0.1, 0.0, -0.1], [0.0, 0.0, 0.0], [0.0, 0.0, 0.0], [0.0, 0.0, 0.0], [0.0, 0.0, 0.0], [0.0, 0.0, 0.0], [0.0, 0.0, 0.0], [0.0, 0.0, 0.0], [0.0, 0.0, 0.0], [0.0, 0.0, 0.0], [0.0, 0.0, 0.0], [0.0, 0.0, 0.0], [0.0, 0.0, 0.0], [0.0, 0.0, 0.0], [0.0, -0.1, 0.1], [0.1, 0.1, -0.2], [-0.1, 0.0, -0.1], [-0.1, 0.0, 0.1], [0.1, 0.1, 0.0], [0.1, -0.1, 0.1], [-0.1, 0.1, 0.0], [0.0, 0.2, -0.1], [0.0, -0.2, 0.0], [0.1, -0.1, 0.1], [0.0, 0.0, 0.0], [0.0, 0.0, 0.0], [0.0, 0.0, 0.0], [0.0, 0.1, 0.0], [-0.1, -0.2, 0.0], [0.0, 0.2, -0.3], [-0.1, 0.1, 0.4], [0.1, -0.1, -0.1], [-0.1, 0.1, 0.0], [0.3, -0.1, -0.1], [-0.1, 0.1, 0.0], [0.1, 0.2, -0.1], [-0.5, -0.5, 0.3], [0.2, 0.0, -0.1], [0.5, 0.3, -0.2], [0.0, -0.1, 0.0], [0.0, 0.1, 0.0], [-0.1, -0.1, 0.0], [0.1, 0.0, 0.0], [-0.3, -0.1, 0.1], [-0.1, 0.1, 0.0], [0.0, 0.0, 0.0], [0.0, 0.0, 0.0], [0.0, 0.0, 0.0]]}

---

Entry 3:
{"formula": "C17H17Cl2CrNO", "method": "ωB97M-V with the def2-TZVPD basis set", "gap_ev": [6.0296, 6.5237], "relative_energy_kcal_mol": 0.0, "s_squared": 6.069, "total_charge": 0, "spin_multiplicity": 5, "elements": ["C", "C", "C", "H", "C", "H", "H", "H", "C", "H", "H", "C", "H", "H", "C", "H", "H", "C", "H", "H", "Cr", "H", "Cl", "C", "C", "C", "Cl", "C", "C", "C", "C", "N", "C", "C", "O", "H", "H", "H", "H"], "positions_angstrom": [[-2.9391, -0.9309, 0.2855], [-0.0869, -2.7006, -0.4455], [-2.4569, -0.4262, -1.0401], [-4.0357, -1.0901, 0.3576], [0.1443, -2.1708, -1.6467], [0.7078, -2.6974, 0.3230], [-2.9911, 0.4850, -1.3549], [1.1233, -1.7108, -1.8541], [-2.3322, -1.3497, -2.2141], [-2.7489, -0.8081, -3.0933], [-2.9712, -2.2443, -2.1133], [-2.2404, -2.1427, 0.9447], [-3.0065, -2.7703, 1.4228], [-1.5827, -1.7775, 1.7629], [-1.4250, -3.1446, 0.0755], [-2.0658, -3.5341, -0.7345], [-1.2302, -4.0054, 0.7507], [-0.9072, -1.8065, -2.6559], [-1.0920, -2.6535, -3.3443], [-0.4774, -0.9760, -3.2436], [-0.8093, 0.2799, 0.2891], [-2.7410, -0.0531, 0.9913], [-0.6956, 4.9097, -0.4995], [0.5977, 4.0179, 0.1587], [1.7235, 4.6057, 0.7356], [2.7693, 3.8268, 1.2494], [4.1244, 4.6205, 1.9326], [2.7254, 2.3940, 1.2233], [3.7125, 1.5205, 1.7179], [3.5037, 0.1446, 1.6294], [2.2893, -0.3534, 1.1238], [1.2706, 0.4587, 0.7634], [1.5339, 1.8025, 0.6925], [0.4608, 2.6060, 0.1547], [-0.6498, 2.0791, -0.2529], [1.7688, 5.6892, 0.7720], [4.6312, 1.9109, 2.1639], [4.2575, -0.5675, 1.9667], [2.1408, -1.4373, 1.0056]], "forces_ev_per_angstrom": [[-0.8, 0.6, 0.8], [0.0, 0.7, 0.7], [1.4, 1.4, 0.5], [0.3, 0.1, 0.0], [-0.2, 1.1, 0.5], [-0.2, -0.3, -0.6], [0.0, -0.3, 0.5], [-0.2, -0.6, 0.1], [-0.1, -0.3, -0.6], [0.3, -0.5, 0.4], [0.1, 0.2, 0.0], [0.5, -0.5, 0.0], [0.2, 0.4, 0.1], [-0.1, -0.3, -0.2], [-0.4, -0.8, 0.2], [0.3, 0.2, 0.3], [-0.2, 0.3, -0.4], [-0.4, -0.1, -0.8], [0.4, 0.3, 0.0], [-0.2, -0.4, 0.1], [-0.7, -1.9, -1.8], [-0.8, -0.7, -0.1], [-0.1, 0.5, 0.0], [0.7, -1.8, 0.3], [0.8, -0.5, 0.2], [-1.2, -0.1, -0.7], [0.5, 0.2, 0.2], [-0.7, 0.7, -0.3], [0.0, -0.9, 0.1], [0.1, 0.6, -0.1], [-0.9, 0.6, -0.1], [1.9, -0.4, 0.2], [-0.2, 0.4, 0.5], [0.0, 1.5, 0.3], [0.3, 0.1, -0.2], [0.2, -0.1, 0.1], [-0.4, -0.1, -0.2], [-0.2, 0.3, -0.1], [-0.1, 0.7, 0.3]]}

---

Entry 4:
{"formula": "C17H17ClN2O4S", "method": "ωB97M-V with the def2-TZVPD basis set", "gap_ev": 8.6466, "relative_energy_kcal_mol": 1.8, "smiles": "O=C(Nc1cccc(O)c1)c1cc(S(=O)(=O)N2CCCC2)ccc1Cl", "total_charge": 0, "elements": ["O", "C", "N", "C", "C", "C", "C", "C", "C", "H", "H", "H", "O", "H", "H", "H", "C", "C", "C", "C", "C", "C", "Cl", "H", "H", "S", "O", "O", "N", "C", "H", "H", "C", "H", "H", "C", "H", "H", "C", "H", "H", "H"], "positions_angstrom": [[0.9507, 1.8822, 2.8393], [0.1542, 1.1676, 2.2766], [-0.2557, -0.0585, 2.7002], [0.1230, -0.7637, 3.8496], [-0.4473, -2.0204, 4.0407], [-0.1206, -2.7753, 5.1573], [0.7804, -2.2721, 6.0922], [1.3401, -1.0260, 5.8938], [1.0233, -0.2636, 4.7822], [1.4647, 0.7066, 4.6361], [2.0386, -0.6364, 6.6182], [1.0221, -2.8711, 6.9547], [-0.6558, -4.0046, 5.3760], [-1.2561, -4.2391, 4.6582], [-1.1485, -2.4110, 3.3127], [-0.9348, -0.5328, 2.1201], [-0.4961, 1.5538, 0.9735], [-0.4870, 0.6712, -0.1026], [-1.0424, 1.0402, -1.3094], [-1.6195, 2.2852, -1.4803], [-1.6343, 3.1764, -0.4239], [-1.0701, 2.8142, 0.7956], [-1.1244, 3.9272, 2.1006], [-2.0808, 4.1522, -0.5290], [-2.0539, 2.5329, -2.4348], [-1.0302, -0.1139, -2.6815], [-0.4355, -1.3391, -2.2180], [-2.3467, -0.1737, -3.2435], [-0.0487, 0.7339, -3.7485], [-0.2926, 0.4791, -5.1614], [-0.2479, 1.4351, -5.6906], [-1.2961, 0.0687, -5.2638], [0.8150, -0.4806, -5.6450], [0.3989, -1.4155, -6.0139], [1.3870, -0.0185, -6.4493], [1.6962, -0.7066, -4.4094], [1.3969, -1.6165, -3.8901], [2.7552, -0.7639, -4.6519], [1.3637, 0.4931, -3.5199], [1.9181, 1.3851, -3.8258], [1.5332, 0.3052, -2.4612], [-0.0363, -0.3073, -0.0237]], "forces_ev_per_angstrom": [[0.1, 0.0, 0.1], [-0.1, 0.1, -0.3], [-0.3, -0.4, -0.1], [0.2, -0.1, 0.4], [0.0, -0.1, 0.0], [0.1, 0.4, -0.1], [-0.1, -0.3, 0.0], [-0.2, -0.2, -0.1], [0.1, 0.3, -0.1], [0.0, 0.0, 0.0], [0.1, 0.0, 0.1], [0.0, -0.1, 0.1], [-0.1, -0.2, 0.0], [0.1, 0.1, 0.1], [-0.1, 0.0, -0.1], [0.1, 0.2, 0.1], [0.0, 0.3, -0.1], [0.0, 0.0, 0.0], [0.1, -0.4, -0.4], [0.0, 0.0, 0.0], [0.0, -0.1, 0.0], [0.1, -0.3, -0.1], [-0.1, 0.3, 0.1], [0.0, 0.1, 0.0], [-0.1, 0.2, -0.1], [0.0, 0.5, 0.3], [0.2, 0.2, 0.1], [0.0, 0.2, -0.2], [-0.8, -0.3, 0.7], [-0.4, -0.1, -0.6], [0.0, -0.1, 0.0], [0.1, 0.1, -0.2], [0.0, 0.0, 0.0], [0.0, 0.0, -0.1], [0.0, 0.0, 0.0], [0.1, 0.0, 0.1], [0.1, 0.0, 0.0], [0.0, 0.0, 0.0], [0.6, -0.1, 0.2], [0.0, 0.0, 0.1], [0.2, 0.1, 0.0], [0.1, -0.1, 0.1]]}

---

Entry 5:
{"formula": "C17H17F17NO2", "method": "ωB97M-V with the def2-TZVPD basis set", "gap_ev": 8.8476, "total_charge": 1, "elements": ["C", "C", "F", "C", "C", "C", "C", "N", "C", "H", "H", "H", "H", "H", "H", "H", "H", "H", "C", "C", "C", "F", "F", "F", "F", "O", "C", "C", "F", "F", "F", "F", "H", "H", "H", "H", "C", "C", "C", "F", "F", "F", "F", "O", "C", "C", "F", "F", "F", "F", "H", "H", "H", "H"], "positions_angstrom": [[0.5565, 5.8581, -2.3987], [0.6035, 4.3749, -2.0399], [1.0870, 3.6421, -3.1276], [1.5032, 4.0565, -0.8678], [2.7172, 3.3873, -1.0134], [3.5089, 3.1061, 0.0965], [3.0806, 3.4820, 1.3336], [1.9076, 4.1209, 1.4454], [1.1248, 4.4151, 0.4004], [1.1052, 5.9904, -3.3278], [-0.4634, 6.2087, -2.5161], [1.0428, 6.4740, -1.6425], [-0.3927, 3.9869, -1.8249], [3.0345, 3.0815, -2.0006], [4.4502, 2.5900, -0.0113], [3.6287, 3.2935, 2.2426], [1.5910, 4.3911, 2.3678], [0.1922, 4.9215, 0.6032], [-0.2048, 0.4255, -2.7003], [-0.9577, 0.6601, -1.3860], [-0.9530, -0.4676, -0.3521], [-1.5863, -1.5544, -0.8237], [-1.6083, -0.0336, 0.7513], [-2.2089, 1.0852, -1.6231], [-0.2946, 1.6914, -0.7391], [-0.9839, 0.0567, -3.8106], [-1.2424, -1.2548, -4.1138], [-2.7518, -1.5210, -4.2003], [-3.3395, -1.2103, -3.0273], [-2.9372, -2.8316, -4.4472], [-0.6449, -2.0968, -3.2545], [-0.7412, -1.4949, -5.3424], [0.2015, 1.3999, -2.9701], [0.6356, -0.2529, -2.5459], [0.0679, -0.7315, -0.0733], [-3.1912, -0.9239, -5.0012], [-1.5494, -3.5775, 2.3831], [-1.7486, -4.8388, 3.2318], [-1.7714, -4.6688, 4.7541], [-0.5869, -4.1894, 5.1891], [-1.9808, -5.8735, 5.3181], [-0.8490, -5.7788, 2.8874], [-2.9947, -5.2960, 2.9166], [-0.2331, -3.3425, 1.9091], [0.6773, -2.6026, 2.5853], [1.9715, -3.3832, 2.8532], [1.7151, -4.4553, 3.6153], [2.8256, -2.5665, 3.5139], [0.1951, -2.0501, 3.7055], [1.0379, -1.5650, 1.7620], [-2.1282, -3.7556, 1.4788], [-1.9662, -2.6984, 2.8745], [-2.5723, -3.9877, 5.0535], [2.4211, -3.6968, 1.9092]], "forces_ev_per_angstrom": [[0.2, 0.0, 0.2], [0.1, -0.1, -0.1], [-0.1, 0.1, 0.1], [0.2, -0.1, -0.3], [-0.1, 0.0, 0.0], [0.1, -0.1, -0.6], [0.0, 0.1, 0.4], [-0.1, 0.1, 0.2], [-0.2, 0.1, 0.0], [0.0, 0.1, -0.1], [0.0, 0.0, -0.1], [0.0, 0.0, 0.0], [0.0, 0.0, 0.0], [0.0, 0.0, 0.0], [0.0, 0.0, 0.0], [0.0, 0.0, 0.1], [0.0, 0.0, 0.1], [0.0, 0.0, 0.1], [0.5, 0.1, -0.2], [-0.3, -0.1, 0.0], [0.0, 0.0, 0.0], [-0.1, 0.0, 0.0], [0.0, 0.0, 0.1], [0.1, 0.0, 0.0], [0.1, 0.1, -0.1], [-0.5, 0.1, 0.2], [0.1, 0.0, -0.2], [0.0, 0.0, 0.0], [0.0, 0.0, 0.1], [0.0, 0.0, 0.0], [0.0, 0.0, 0.0], [0.1, -0.1, 0.0], [0.0, 0.0, 0.0], [-0.1, -0.1, 0.1], [0.0, 0.0, 0.0], [0.0, 0.0, 0.0], [-0.3, 0.3, -0.2], [0.1, 0.0, 0.0], [-0.1, 0.0, 0.0], [0.1, 0.0, 0.0], [0.0, 0.0, 0.0], [0.0, 0.0, 0.0], [0.0, 0.0, 0.0], [0.2, -0.4, 0.2], [-0.1, 0.1, -0.1], [0.0, 0.0, -0.1], [0.0, 0.0, 0.1], [0.0, 0.0, 0.0], [0.0, 0.0, 0.0], [0.1, 0.2, 0.0], [0.0, 0.0, 0.0], [0.1, 0.0, 0.1], [0.0, 0.0, 0.0], [0.0, 0.0, 0.0]]}